Entry 1:
This record from OMol25 describes an isolated molecule of C9H6F3NO4 at a distorted geometry. The level of theory is wB97M-V/def2-TZVPD.

Last column: natural (NBO) charge in e.
Geometry (Å):
C 2.042 0.960 3.778  -0.3618
C 1.948 -0.323 3.256  -0.2199
C 1.658 -0.610 1.798  -0.1031
O 0.782 0.355 1.191  -0.4858
C 0.092 0.080 0.004  0.2365
C -1.065 0.836 -0.244  0.2649
F -1.535 1.749 0.657  -0.3089
C -1.809 0.680 -1.423  0.3280
O -2.944 1.391 -1.627  -0.6388
C -1.369 -0.191 -2.415  -0.0974
N -2.092 -0.395 -3.631  0.5132
O -3.273 -0.660 -3.561  -0.3286
O -1.458 -0.250 -4.687  -0.3587
C -0.181 -0.954 -2.194  0.3823
F 0.321 -1.816 -3.118  -0.2801
C 0.520 -0.816 -1.003  0.2462
F 1.671 -1.553 -0.864  -0.3050
H 2.138 1.107 4.877  0.2068
H 1.968 1.829 3.154  0.2030
H 1.920 -1.170 3.951  0.2140
H 1.152 -1.569 1.749  0.1872
H 2.585 -0.675 1.221  0.2033
H -3.072 1.994 -0.867  0.5028

Calculated values
Net charge ... 0
Frontier orbital gap ... 9.233 eV
Electronic energy ... -1001.6871 Ha
Energy above the lowest of the compared OMol25 structures with the same formula, charge and spin ... 0.9 kcal per mole
HOMO ... -9.717 eV

=====

Entry 2:
This record from OMol25 describes a cluster of 2 separate species, C3H10N2 in total at a distorted geometry. The level of theory is wB97M-V/def2-TZVPD.

Last column: natural (NBO) charge in e.
Geometry (Å):
C -1.539 0.424 -0.292  -0.6177
C 1.774 0.735 -0.709  -0.5692
C -0.687 0.258 1.001  -0.2622
N 0.393 -1.731 0.461  -0.6079
N 0.489 -0.460 0.875  -0.1739
H -0.957 0.935 -1.076  0.2132
H -1.831 -0.552 -0.585  0.1857
H -2.453 0.848 0.090  0.2153
H 1.228 0.569 -1.649  0.1726
H 1.826 1.805 -0.408  0.1735
H 2.771 0.379 -0.540  0.1767
H -0.612 1.215 1.527  0.2046
H -1.357 -0.386 1.522  0.1894
H -0.392 -1.997 -0.278  0.3214
H 1.347 -2.041 0.060  0.3786

Calculated values
Net charge ... 0
Frontier orbital gap (spin up / spin down) ... 8.534 / 8.316 eV
Electronic energy ... -229.6301 Ha
Energy above the lowest of the compared OMol25 structures with the same formula, charge and spin ... 112.5 kcal per mole
HOMO (spin up / spin down) ... -7.644 / -7.494 eV

=====

Entry 3:
This record from OMol25 describes an isolated molecule of C19H11ClF4O at a distorted geometry. The level of theory is wB97M-V/def2-TZVPD.

Last column: natural (NBO) charge in e.
Geometry (Å):
F -3.816 3.228 -1.751  -0.3261
C -3.515 1.877 -1.691  0.4249
C -4.570 0.973 -1.763  -0.3350
C -4.221 -0.375 -1.635  0.4152
F -5.220 -1.334 -1.693  -0.3255
C -2.908 -0.792 -1.366  -0.2632
C -1.871 0.145 -1.160  -0.0173
C -0.554 -0.360 -0.588  0.0961
O -0.571 -0.027 1.060  -0.5250
C 0.305 -0.597 1.911  0.3149
C 0.280 0.022 3.184  -0.2473
C 1.121 -0.389 4.199  -0.2050
C 2.037 -1.428 3.960  -0.1058
Cl 3.094 -1.899 5.196  0.0208
C 2.084 -2.077 2.713  -0.1943
C 1.222 -1.670 1.688  -0.3039
C 0.699 0.157 -1.266  -0.0341
C 1.720 -0.778 -1.535  -0.2640
C 3.029 -0.346 -1.737  0.4148
F 4.028 -1.304 -1.746  -0.3249
C 3.373 1.008 -1.786  -0.3341
C 2.319 1.912 -1.664  0.4268
F 2.622 3.257 -1.641  -0.3235
C 1.001 1.520 -1.430  -0.2674
C -2.184 1.496 -1.439  -0.2711
H -5.619 1.288 -1.767  0.2578
H -2.666 -1.861 -1.344  0.2336
H -0.571 -1.458 -0.502  0.2179
H -0.436 0.841 3.277  0.2302
H 1.028 0.071 5.186  0.2301
H 2.808 -2.884 2.543  0.2285
H 1.264 -2.228 0.750  0.2143
H 1.460 -1.848 -1.570  0.2327
H 4.416 1.316 -1.752  0.2570
H 0.235 2.282 -1.351  0.2263
H -1.423 2.263 -1.490  0.2253

Calculated values
Net charge ... 0
Frontier orbital gap ... 7.774 eV
Electronic energy ... -1665.4633 Ha
HOMO ... -8.243 eV

=====

Entry 4:
This record from OMol25 describes a structure of composition CHAgF3MgNO3S2 at a distorted geometry. The level of theory is wB97M-V/def2-TZVPD.

Last column: natural (NBO) charge in e.
Geometry (Å):
Mg 2.109 -0.818 -1.767  1.6852
N 1.884 0.423 1.058  -1.0093
S 1.316 1.436 -0.064  1.3427
O 0.868 0.605 -1.297  -1.1503
S 2.079 -1.281 0.800  0.5512
O 0.935 -2.729 0.627  -0.3882
C -0.301 1.811 0.794  0.7962
F -0.038 2.304 1.994  -0.2840
F -0.994 0.697 0.962  -0.2862
F -1.009 2.691 0.112  -0.2906
Ag -1.928 -1.644 -2.519  0.8104
O -2.181 -1.998 -0.649  -1.2433
H -2.740 -1.497 -0.052  0.4662

Calculated values
2S+1 ... 2
Net charge ... +1
Frontier orbital gap (spin up / spin down) ... 4.975 / 4.866 eV
Electronic energy ... -1761.7221 Ha
Energy above the lowest of the compared OMol25 structures with the same formula, charge and spin ... 39.5 kcal per mole
HOMO (spin up / spin down) ... -12.173 / -12.169 eV

=====

Entry 5:
This record from OMol25 describes a cluster of 2 separate species, C2H8N2O2 in total at a distorted geometry. The level of theory is wB97M-V/def2-TZVPD.

Last column: natural (NBO) charge in e.
Geometry (Å):
C 1.715 1.360 1.648  -0.5032
N 0.835 0.376 1.167  -0.1721
C -0.537 0.677 0.869  0.7125
N -1.320 -0.368 0.563  -0.7690
O -0.915 1.813 0.998  -0.4566
H 2.648 1.457 1.064  0.3135
H 2.130 1.115 2.634  0.2934
H 1.346 2.383 1.671  0.2932
H 1.062 -0.589 1.395  0.4264
H -1.018 -1.321 0.647  0.4122
H -2.263 -0.257 0.239  0.4495
H -1.924 -2.328 -4.008  0.4665
H -0.791 -2.161 -4.932  0.4754
O -0.967 -2.155 -3.955  -0.9418

Calculated values
2S+1 ... 2
Net charge ... +1
Frontier orbital gap (spin up / spin down) ... 10.386 / 5.013 eV
Electronic energy ... -340.6732 Ha
Energy above the lowest of the compared OMol25 structures with the same formula, charge and spin ... 9.7 kcal per mole
HOMO (spin up / spin down) ... -14.026 / -14.026 eV

=====

Entry 6:
This record from OMol25 describes a structure of composition C22H35N3OPW. The level of theory is wB97M-V/def2-TZVPD.

Last column: natural (NBO) charge in e.
Geometry (Å):
W 0.624 -1.378 -0.296  1.2057
C 0.706 2.519 -0.959  -0.6188
C -0.030 2.087 0.317  -0.3217
C -0.865 3.246 0.859  -0.6230
C 1.015 1.696 1.376  -0.6159
P -1.015 0.534 -0.004  1.1339
C -2.140 0.310 1.399  -0.4311
C -1.909 -0.728 2.298  -0.1181
C -2.745 -0.919 3.389  -0.2212
C -3.826 -0.077 3.588  -0.1568
C -4.070 0.960 2.696  -0.2024
C -3.233 1.154 1.610  -0.1859
C -2.032 0.651 -1.575  -0.3235
C -1.096 0.259 -2.741  -0.5802
C -3.234 -0.304 -1.512  -0.6215
C -2.603 2.050 -1.857  -0.6145
H 1.497 3.220 -0.686  0.2325
H 0.055 3.034 -1.662  0.2189
H 1.174 1.679 -1.471  0.2134
H -0.208 4.111 0.968  0.2319
H -1.282 3.018 1.840  0.2287
H -1.675 3.530 0.190  0.2171
H 1.542 2.594 1.704  0.2393
H 1.762 1.013 0.962  0.2044
H 0.563 1.235 2.256  0.2274
H -1.069 -1.399 2.159  0.1965
H -2.549 -1.728 4.080  0.2306
H -4.480 -0.225 4.437  0.2312
H -4.912 1.621 2.845  0.2316
H -3.440 1.970 0.933  0.2168
H -0.360 -0.522 -2.491  0.1741
H -0.522 1.117 -3.091  0.2289
H -1.686 -0.121 -3.575  0.2408
H -2.956 -1.343 -1.371  0.2375
H -3.762 -0.218 -2.464  0.2235
H -3.929 -0.023 -0.723  0.2253
H -1.850 2.830 -1.922  0.2126
H -3.346 2.341 -1.117  0.2160
H -3.110 2.008 -2.824  0.2321
C 3.888 0.975 -1.347  -0.6080
C 3.682 -0.471 -0.910  -0.2143
C 4.831 -1.340 -1.425  -0.6013
C 2.347 -1.076 -1.409  -0.7651
H 4.912 1.282 -1.134  0.2290
H 3.228 1.664 -0.827  0.2047
H 3.727 1.088 -2.422  0.2074
H 3.691 -0.510 0.183  0.2014
H 4.856 -1.333 -2.518  0.2093
H 4.738 -2.376 -1.095  0.2090
H 5.788 -0.960 -1.068  0.2267
H 2.457 -2.195 -1.285  0.2313
H 2.246 -0.939 -2.492  0.2571
N 3.789 -3.451 4.778  -0.3164
C 3.146 -2.667 4.235  0.3951
N 2.402 -1.713 3.675  -0.5441
C 1.923 -1.719 2.541  0.7231
N 1.429 -1.577 1.464  -0.7098
C -0.193 -4.508 -1.188  -0.7147
C -0.132 -3.080 -0.833  0.3276
O -1.140 -2.288 -0.733  -0.5603
H -1.132 -4.722 -1.698  0.2577
H -0.147 -5.086 -0.261  0.2773
H 0.659 -4.800 -1.798  0.2612

Calculated values
Net charge ... +1
Frontier orbital gap ... 7.553 eV
Electronic energy ... -1506.9456 Ha
Energy above the lowest of the compared OMol25 structures with the same formula, charge and spin ... 0.0 kcal per mole
HOMO ... -11.402 eV

=====

Q: Which of these has the lowest electronic energy?
A: CHAgF3MgNO3S2